DFT (wB97M-V/def2-TZVPD) results for the ion C10H25I2N3O2PS with charge -1 in a non-equilibrium geometry.

The geometry in XYZ format:
```
44
Properties=species:S:1:pos:R:3:forces:R:3:nbo_charge:R:1
H -3.732 -1.188 1.061 0.0 -2.3 -1.0 0.234
I 4.037 -3.521 -1.019 -0.1 0.5 -0.8 -0.031
H 1.987 2.222 -0.310 -2.1 -0.4 0.4 0.150
H 0.944 -2.680 -0.936 0.4 2.1 -0.6 0.220
H -1.545 -1.478 -2.683 -0.5 -0.4 2.5 0.216
H 2.481 0.183 -1.885 -0.4 -2.1 1.2 0.233
C 2.448 -0.882 -1.385 1.0 -1.7 -0.7 -0.424
H 4.415 -1.264 -2.642 -1.9 -1.4 0.4 0.216
H 0.221 2.481 -0.846 1.0 -1.8 1.3 0.232
O -0.322 0.397 -2.215 -0.8 2.0 0.7 -0.615
C -3.626 -2.136 0.380 1.7 1.3 -1.2 -0.505
H -0.695 -0.863 1.661 0.3 -0.8 -0.8 0.355
H 2.851 -2.308 -3.248 1.3 1.0 1.7 0.228
H 1.065 4.324 3.434 0.2 -2.4 1.2 0.208
H -2.811 -2.905 0.740 -1.9 1.7 -0.6 0.254
C 0.975 -1.595 -1.374 0.6 0.0 -2.1 -0.782
C 3.431 -1.834 -2.348 -0.4 1.1 0.3 -0.489
H 1.375 3.768 1.346 -1.5 -1.9 -0.2 0.181
H -0.328 1.731 3.101 2.5 0.3 -0.9 0.209
H 2.997 -0.886 -0.325 -1.4 0.3 -2.4 0.205
N -1.470 1.135 -2.353 1.9 2.0 -2.7 0.357
C -1.647 -1.630 -1.502 -1.6 -1.7 -1.7 -0.755
C 0.756 2.085 2.749 -0.8 1.6 0.9 -0.420
H 0.828 3.055 4.927 0.9 0.5 -2.1 0.206
C 1.270 3.228 3.857 0.8 -0.3 -0.8 -0.633
C 0.591 2.871 1.338 0.1 0.3 -0.2 -0.422
H -1.282 -2.756 -1.333 -0.8 2.4 -0.1 0.220
N -0.499 -1.482 0.843 0.0 0.0 1.4 -1.215
P -0.440 -0.454 -0.657 2.4 -4.9 1.3 1.750
S -1.956 0.879 0.087 -2.7 1.5 1.7 -0.432
H -3.815 -0.617 -1.456 1.6 -1.9 1.0 0.233
H 2.450 3.107 3.886 -2.4 0.4 0.2 0.198
I -5.575 -3.190 0.152 0.8 0.5 0.5 -0.030
H 0.667 -1.713 -2.522 0.9 0.0 2.3 0.206
C -3.219 -1.594 -1.150 -1.5 -1.8 -0.9 -0.443
H 0.426 -1.921 1.033 -0.9 0.5 -0.3 0.354
N 0.797 0.497 0.123 -0.2 2.6 -0.4 -1.030
H -0.480 3.391 1.277 2.2 -1.3 0.3 0.214
O -1.269 2.101 -3.074 -0.8 -2.0 1.3 -0.352
H -2.274 0.622 1.430 1.0 -0.2 -1.2 0.122
H -3.717 -2.433 -1.847 1.2 1.7 1.3 0.192
C 0.855 1.945 -0.031 2.3 2.3 0.9 -0.213
H 1.556 1.230 2.778 -1.8 1.5 -0.3 0.200
H 1.277 0.077 0.936 -0.7 0.8 -1.0 0.396
```
Positions in Å, forces in eV/Å.

As for the total charge: -1. The value obtained for the energy relative to the best compared isomer or geometry (same formula, charge and spin) is 591.1 kJ/mol. The calculation puts the total energy at -55659.7633 eV. The HOMO energy comes out at -4.49 eV. As for the HOMO-LUMO gap: 0.2524 Eh. Its largest force on an atom is 5.58 eV Å⁻¹.